# C2H9NO

A cluster of 3 separate species, C2H9NO in total (wB97M-V/def2-TZVPD, the Open Molecules 2025 dataset).

Atoms and positions in Å:
N 0.66952 -1.49281 -0.86220
H 1.07546 -2.08520 -1.57843
H -1.29299 -3.38705 -2.18005
H 0.27086 -1.98088 -0.08764
H 0.19316 -0.69122 -1.24412
C 0.63901 1.12558 0.76279
O -0.38671 1.16598 -0.23412
C -0.72248 0.55802 0.97751
H 1.42628 0.42109 1.00876
H 0.86807 2.15224 1.02804
H -0.78901 -0.51032 1.09649
H -1.21742 1.08305 1.79642
H -1.24076 -3.49341 -1.44098

Its SMILES is [H][H].C1CO1.N. For the LUMO energy, the calculation gives 1.162 eV. For the molecular weight, the calculation gives 63.1 g mol⁻¹. For the HOMO-LUMO gap, the calculation gives 10.53 eV. The total energy comes out at -211.46673 Ha. Its energy relative to the best compared isomer or geometry (same formula, charge and spin) is 74.27 kcal/mol.

# C17H25MnN4OSeSi

A structure of composition C17H25MnN4OSeSi (wB97M-V/def2-TZVPD, the Open Molecules 2025 dataset).

Atoms and positions in Å:
Mn -0.39321 -0.22793 0.15952
C 3.52482 1.97804 0.01904
C 3.42891 0.48842 0.18583
C 4.56278 -0.29851 0.26919
C 4.40193 -1.67312 0.42925
C 3.14214 -2.21865 0.49538
C 2.03428 -1.35694 0.40665
N 2.19619 -0.02951 0.26555
N 0.72762 -1.76620 0.45420
Si 0.15041 -3.27499 1.13687
C 0.72274 -4.74852 0.12479
C -1.70842 -3.20843 1.15440
C 0.79103 -3.42498 2.88524
H 4.55360 2.32073 0.11184
H 2.92766 2.48663 0.77823
H 3.15968 2.28522 -0.96324
H 5.54342 0.15142 0.21517
H 5.27030 -2.31676 0.49611
H 3.00099 -3.28367 0.59957
H 0.87376 -4.48144 -0.92225
H -0.03625 -5.53356 0.15905
H 1.65111 -5.17901 0.50326
H -2.12626 -3.27811 0.15036
H -2.09180 -2.29164 1.61191
H -2.08953 -4.04531 1.74419
H 1.88213 -3.43596 2.91463
H 0.43670 -4.34152 3.36027
H 0.44964 -2.57948 3.48664
N 0.15385 1.85692 -0.90045
C -0.83016 2.87695 -0.90690
C -0.86826 3.80181 0.12861
C -1.87660 4.75102 0.17010
C -2.85510 4.78051 -0.81326
C -2.81022 3.85356 -1.84516
C -1.80070 2.90664 -1.89854
H 0.97561 2.08819 -0.36038
H 0.44480 1.55488 -1.82235
H -0.11669 3.76610 0.90867
H -1.90214 5.46658 0.98192
H -3.64727 5.51530 -0.77628
H -3.57440 3.85392 -2.61081
H -1.78430 2.17220 -2.69373
Se -1.34476 -1.11498 -1.91016
C -2.92004 -0.15448 -1.82131
N -3.92039 0.41824 -1.77572
C -2.80645 1.33654 1.35751
O -1.60694 0.66872 1.09810
H -3.39712 1.42135 0.43896
H -2.60387 2.34025 1.73982
H -3.39049 0.77360 2.09211

For the LUMO energy (spin up / spin down), the calculation gives -1.762 / 0.277 eV. For the molecular weight, the calculation gives 463.4 g mol⁻¹. The spin multiplicity is 5. For the HOMO-LUMO gap (spin up / spin down), the calculation gives 6.45 / 8.68 eV. The total energy comes out at -4799.06571 Ha. Its energy relative to the best compared isomer or geometry (same formula, charge and spin) is 12.52 kcal/mol.